C33H46CaN7SSiTe as an isolated structure in a non-equilibrium geometry, computed with wB97M-V/def2-TZVPD.

Geometry (Å):
Ca1 -0.8361 0.2100 -0.0431
N1 -1.2574 3.0244 -0.2498
C1 -0.3278 3.7677 0.6178
C2 -0.3493 3.2503 2.0457
N2 -0.3591 1.7815 2.1616
C3 0.9474 1.2562 2.5985
C4 1.9999 1.3101 1.5099
N3 1.6723 0.3276 0.4546
C5 -1.4018 1.3381 3.0989
C6 -2.7901 1.6001 2.5504
N4 -3.0255 0.7321 1.3812
H1 -1.3132 3.4856 -1.1541
H2 -2.2001 3.0576 0.1277
H3 -0.5548 4.8389 0.6470
H4 0.6657 3.6696 0.1811
H5 -1.2373 3.6435 2.5430
H6 0.5042 3.6647 2.5929
H7 0.7999 0.2150 2.8826
H8 1.3032 1.7784 3.4974
H9 2.9778 1.1217 1.9606
H10 2.0400 2.2957 1.0435
H11 1.7225 -0.6073 0.8571
H12 2.3727 0.3435 -0.2800
H13 -1.2869 1.7953 4.0915
H14 -1.2826 0.2590 3.2349
H15 -2.9028 2.6354 2.2286
H16 -3.5269 1.4423 3.3437
H17 -3.9053 0.9738 0.9363
H18 -3.1335 -0.2093 1.7343
N5 0.3437 -3.7115 3.9235
C7 1.3232 -3.3522 4.8821
C8 1.2081 -3.7856 6.1911
C9 2.1749 -3.4308 7.1217
C10 3.2378 -2.6226 6.7480
C11 3.3325 -2.1677 5.4398
C12 2.3853 -2.5470 4.5012
S1 2.5391 -2.0685 2.8168
N6 0.9272 -2.1649 2.2354
C13 0.1112 -2.9717 2.7898
C14 -1.2275 -3.2208 2.1561
C15 -1.7458 -4.5099 2.1755
C16 -2.9861 -4.7481 1.6134
C17 -3.6577 -3.6901 1.0323
C18 -3.0431 -2.4500 1.0308
N7 -1.8575 -2.1856 1.5938
H19 -0.4546 -4.1986 4.2975
H20 0.3718 -4.4091 6.4840
H21 2.0900 -3.7850 8.1394
H22 3.9916 -2.3451 7.4707
H23 4.1570 -1.5311 5.1450
H24 -1.1695 -5.3280 2.5853
H25 -3.4038 -5.7457 1.6089
H26 -4.6198 -3.8157 0.5575
H27 -3.5344 -1.6372 0.5113
C19 -0.2146 -1.5392 -3.5977
Si1 -1.3645 -1.7443 -2.0908
C20 -3.0986 -1.6775 -2.8926
C21 -1.1408 -3.5981 -1.6931
H28 -0.3670 -2.3507 -4.3161
H29 0.8424 -1.5303 -3.3180
H30 -0.4162 -0.5963 -4.1140
H31 -3.1689 -2.3316 -3.7676
H32 -3.3544 -0.6648 -3.2171
H33 -3.8792 -1.9933 -2.1917
H34 -1.2120 -4.1947 -2.6077
H35 -1.8946 -3.9758 -1.0008
H36 -0.1613 -3.7973 -1.2483
Te1 1.1151 2.1925 -2.3305
C22 -0.0549 3.2549 -3.7008
C23 0.0742 4.6381 -3.8004
C24 -0.7275 5.3443 -4.6882
C25 -1.6530 4.6725 -5.4735
C26 -1.7844 3.2951 -5.3724
C27 -0.9929 2.5820 -4.4821
C28 2.6950 1.5945 -3.5663
C29 2.4807 0.7413 -4.6450
C30 3.5553 0.3459 -5.4276
C31 4.8388 0.7815 -5.1266
C32 5.0517 1.6243 -4.0476
C33 3.9789 2.0394 -3.2669
H37 0.8091 5.1605 -3.2018
H38 -0.6224 6.4178 -4.7711
H39 -2.2734 5.2244 -6.1669
H40 -2.5056 2.7712 -5.9858
H41 -1.1075 1.5091 -4.3966
H42 1.4876 0.3830 -4.8758
H43 3.3883 -0.3131 -6.2694
H44 5.6738 0.4643 -5.7367
H45 6.0498 1.9725 -3.8169
H46 4.1441 2.7189 -2.4405

Properties
Charge: +1
HOMO in eV: -8.58
Calculated total energy in eV: -89839.9346